No. 1
51
Properties=species:S:1:pos:R:3:forces:R:3 method="wB97M-V/def2-TZVPD" fmax_ev_per_a=1.45 e_above_lowest_kj_mol=52.7 spin_multiplicity=2 s2=0.761 gap_ha="0.2633 / 0.2427" e_lumo_ha="-0.14358 / -0.17870" homo_ev="-11.07 / -11.47" total_charge=+1
Cu -0.114 0.737 -0.199 -0.2 -0.8 0.0
C 0.680 3.677 -0.367 0.0 0.1 -0.1
C 0.886 2.404 0.390 0.5 0.8 0.3
C 0.096 2.089 1.507 0.1 0.7 0.4
C 0.425 1.023 2.341 0.0 -0.1 0.2
C 1.502 0.208 2.037 0.1 -0.2 0.1
C 2.230 0.438 0.880 0.2 -0.2 0.1
C 1.915 1.511 0.050 0.6 0.5 0.1
H 1.239 4.480 0.117 0.0 0.0 0.0
H -0.367 3.968 -0.378 -0.1 0.0 0.0
H 1.038 3.595 -1.390 0.0 0.0 -0.1
H -0.692 2.769 1.801 -0.1 -0.1 -0.1
H -0.146 0.850 3.240 -0.1 0.0 0.1
H 1.780 -0.591 2.702 0.0 -0.2 0.1
H 3.070 -0.194 0.638 0.0 -0.1 -0.1
H 2.549 1.732 -0.799 -0.1 -0.1 -0.1
C 0.450 -4.564 -2.798 0.0 0.0 0.1
C -0.797 -4.132 -2.377 0.0 -0.1 0.0
C -1.070 -2.781 -2.273 0.1 0.2 -0.1
C -0.077 -1.851 -2.573 0.2 0.3 0.1
C 1.188 -2.288 -2.958 -0.1 0.0 0.0
C 1.437 -3.641 -3.100 0.1 -0.1 0.0
P -0.356 -0.066 -2.334 -1.3 -0.6 -0.3
C -0.505 0.714 -3.975 0.4 0.1 0.4
C -1.493 1.679 -4.165 0.1 -0.1 0.0
C -1.656 2.254 -5.411 0.0 0.1 0.0
C -0.807 1.911 -6.452 0.0 0.0 0.0
C 0.218 1.004 -6.241 0.1 0.0 -0.1
C 0.378 0.403 -5.005 -0.2 0.0 0.0
C -2.032 -0.028 -1.644 -0.3 0.0 -0.1
C -3.268 -0.206 -2.257 0.0 0.1 0.0
C -4.397 -0.240 -1.457 -0.1 -0.1 -0.3
C -4.291 -0.144 -0.080 0.2 0.1 0.4
C -3.058 0.053 0.536 -0.3 0.0 0.2
C -1.940 0.134 -0.263 0.5 -0.1 -0.7
H 0.657 -5.621 -2.860 0.0 -0.1 -0.1
H -1.552 -4.851 -2.101 -0.1 -0.1 0.0
H -2.042 -2.451 -1.938 0.0 -0.1 0.0
H 1.980 -1.574 -3.133 0.1 0.1 -0.1
H 2.404 -3.980 -3.436 0.1 0.0 0.0
H -2.138 1.964 -3.346 -0.1 0.0 0.0
H -2.443 2.975 -5.566 -0.1 0.1 0.0
H -0.939 2.361 -7.423 0.0 0.0 -0.1
H 0.900 0.764 -7.042 0.0 -0.1 -0.1
H 1.171 -0.314 -4.855 0.0 -0.1 0.0
H -3.342 -0.296 -3.330 -0.1 -0.1 -0.1
H -5.369 -0.348 -1.910 -0.1 -0.1 -0.1
H -5.176 -0.204 0.534 -0.2 0.0 0.1
H -2.992 0.137 1.611 0.0 0.1 0.1
I 0.148 -3.122 1.177 0.0 -0.1 0.0
I 0.249 -5.778 0.995 0.0 0.2 0.0

---

No. 2
54
Properties=species:S:1:pos:R:3:forces:R:3 method="wB97M-V/def2-TZVPD" fmax_ev_per_a=3.77 spin_multiplicity=8 s2=15.761 gap_ha="0.2050 / 0.2157" e_lumo_ha="0.06430 / 0.06444" homo_ev="-3.83 / -4.12" total_charge=-1
C -1.866 0.071 -0.432 0.2 0.1 -0.7
C -1.091 1.178 -0.876 -0.3 -0.5 -0.4
C -0.628 0.889 -2.197 -0.2 -0.5 0.2
H -0.975 2.114 -0.336 -0.1 -0.3 -0.1
C -1.104 -0.415 -2.550 0.2 0.0 0.1
C -1.849 -0.937 -1.442 0.3 0.8 0.0
H -2.352 -1.906 -1.392 0.1 0.4 -0.1
H -2.409 0.044 0.507 0.2 0.1 -0.3
H -0.067 1.573 -2.843 -0.2 -0.3 0.2
H -0.963 -0.909 -3.515 0.0 0.2 0.3
C 1.572 -0.371 2.237 -0.4 -0.6 -0.2
C 0.234 0.125 2.293 0.1 -0.7 -0.1
C -0.658 -0.973 2.148 0.9 -0.1 0.0
H -0.072 1.148 2.482 0.1 -0.2 -0.1
C 0.115 -2.157 1.954 0.4 0.7 0.1
C 1.502 -1.793 2.049 -0.2 0.2 -0.2
H 2.346 -2.486 2.024 -0.2 0.2 0.0
H 2.479 0.216 2.401 -0.3 -0.2 -0.1
H -1.739 -0.924 2.243 0.4 0.0 -0.1
H -0.283 -3.160 1.800 0.1 0.2 0.2
Eu 0.768 -0.858 -0.501 -1.7 0.6 1.8
O 2.541 -1.402 -1.974 2.1 0.0 -3.1
C 3.229 -0.351 -2.751 -0.6 -1.2 -0.2
C 3.099 -1.683 -3.414 -0.9 1.3 1.8
H 2.564 0.449 -3.090 0.2 -0.1 0.2
H 4.218 -0.088 -2.372 -0.3 0.0 0.0
H 2.299 -1.792 -4.156 0.2 0.0 0.5
H 3.838 -3.127 -5.562 0.2 -0.1 0.2
C 4.543 -3.239 -4.735 -0.3 0.5 0.6
C 4.260 -2.582 -3.510 1.3 -0.9 -0.2
C 5.193 -2.719 -2.458 -0.1 0.0 -0.4
H 5.021 -2.215 -1.502 0.0 -0.2 -0.3
C 6.357 -3.476 -2.632 -0.1 0.0 -0.2
H 7.069 -3.572 -1.808 -0.3 0.1 -0.3
C 6.635 -4.098 -3.859 -0.5 0.3 0.0
H 7.556 -4.672 -3.995 -0.4 0.2 0.1
C 5.719 -3.965 -4.913 0.2 0.0 0.3
H 5.938 -4.422 -5.881 -0.1 0.1 0.3
O -3.514 3.014 0.210 -0.3 0.0 1.5
C -3.467 2.819 1.437 1.1 -0.7 -0.3
N -2.508 2.099 2.097 0.2 0.0 0.0
S -2.663 2.043 3.715 -0.7 0.2 -1.8
O -2.983 0.714 4.187 0.2 0.1 0.1
O -1.614 2.751 4.404 0.2 0.0 0.1
C -4.138 3.019 3.723 -0.6 0.2 0.9
C -4.904 3.377 4.831 -0.2 0.2 -0.6
C -6.087 4.089 4.589 0.3 -0.2 -0.4
C -6.456 4.417 3.268 0.2 -0.1 0.1
C -5.651 4.057 2.180 0.3 -0.2 0.1
C -4.475 3.340 2.424 -1.0 0.6 0.3
H -4.571 3.103 5.831 -0.2 0.1 -0.2
H -6.725 4.382 5.422 0.1 0.0 -0.2
H -7.384 4.960 3.094 0.2 -0.1 0.0
H -5.899 4.302 1.145 -0.1 0.0 0.4

---

No. 3
57
Properties=species:S:1:pos:R:3:forces:R:3 method="wB97M-V/def2-TZVPD" fmax_ev_per_a=0.58 e_above_lowest_kj_mol=0.0 spin_multiplicity=1 gap_ha=0.2788 e_lumo_ha=-0.27953 homo_ev=-15.19 total_charge=+2
Pd 0.288 0.035 -0.277 -0.1 0.6 -0.1
O 1.052 -0.288 3.624 0.0 0.0 0.1
C 0.614 -0.001 2.537 -0.1 0.0 -0.1
N 0.773 -0.741 1.413 0.3 -0.1 0.2
C 1.396 -2.053 1.405 0.0 0.1 0.0
C 1.345 -2.592 0.007 0.0 0.0 0.0
C 1.644 -3.912 -0.287 0.1 0.0 0.0
C 1.594 -4.350 -1.596 0.0 0.0 0.0
C 1.241 -3.455 -2.600 0.0 0.0 0.0
C 0.943 -2.158 -2.254 0.1 0.1 0.0
N 1.004 -1.736 -0.981 0.1 -0.1 0.0
C -0.211 1.231 2.247 0.0 -0.1 -0.1
C -0.702 2.057 3.232 0.1 0.0 0.0
C -1.506 3.127 2.860 0.0 0.0 0.0
C -1.783 3.339 1.518 0.0 0.0 0.0
C -1.247 2.481 0.576 0.0 0.1 0.1
N -0.481 1.454 0.949 0.0 0.2 -0.2
H 0.881 -2.721 2.099 0.0 0.0 0.0
H 2.440 -1.996 1.730 0.0 0.0 0.0
H 1.906 -4.583 0.520 0.0 0.0 0.0
H 1.818 -5.381 -1.836 0.0 0.0 0.0
H 1.181 -3.759 -3.634 0.0 0.0 0.0
H 0.656 -1.431 -3.000 0.0 0.0 0.0
H -0.455 1.836 4.261 0.0 0.0 0.0
H -1.917 3.788 3.612 0.0 0.0 0.0
H -2.413 4.155 1.195 0.0 0.0 0.0
H -1.423 2.615 -0.482 0.0 0.0 0.0
O -3.478 -0.423 -1.170 0.0 0.1 -0.1
C -2.301 -0.255 -1.225 0.1 -0.4 0.1
O -1.471 -0.768 -0.291 0.0 0.1 0.0
C -1.601 0.464 -2.349 0.0 0.0 0.1
C -2.201 0.763 -3.553 -0.1 0.0 0.0
C -1.431 1.382 -4.530 0.0 0.0 0.0
C -0.104 1.690 -4.261 0.0 0.0 0.0
C 0.429 1.376 -3.023 -0.1 0.1 0.0
N -0.320 0.770 -2.099 -0.1 0.0 -0.1
H -3.242 0.508 -3.700 0.0 0.0 0.0
H -1.861 1.622 -5.493 0.0 0.0 0.0
H 0.517 2.175 -5.001 0.0 0.0 0.0
H 1.448 1.612 -2.745 0.0 0.0 0.0
C 4.024 2.715 0.151 0.0 0.0 0.0
S 2.903 1.497 0.810 0.0 0.0 0.0
O 2.002 1.227 -0.438 0.0 -0.6 0.0
C 3.979 0.106 0.977 0.0 0.1 0.0
C 4.404 -0.604 -0.139 0.0 0.0 0.0
C 5.245 -1.688 0.051 0.0 0.0 0.0
C 5.655 -2.036 1.335 0.0 0.0 0.0
C 5.224 -1.311 2.437 0.0 0.0 0.0
C 4.367 -0.231 2.266 0.0 -0.1 0.0
H 4.476 2.324 -0.759 0.0 0.0 0.0
H 4.782 2.890 0.915 0.0 0.0 0.0
H 3.462 3.627 -0.037 0.0 0.0 0.0
H 4.084 -0.314 -1.132 0.0 0.0 0.0
H 5.595 -2.255 -0.802 0.0 0.0 0.0
H 6.320 -2.878 1.476 0.0 0.0 0.0
H 5.543 -1.588 3.433 0.0 0.0 0.0
H 3.995 0.318 3.123 0.0 0.0 0.0

---

No. 4
55
Properties=species:S:1:pos:R:3:forces:R:3 method="wB97M-V/def2-TZVPD" fmax_ev_per_a=1.39 e_above_lowest_kj_mol=49.2 spin_multiplicity=1 gap_ha=0.1963 e_lumo_ha=0.14239 homo_ev=-1.47 total_charge=-2
Rb -0.463 0.440 -0.692 -0.3 0.3 -1.3
O -2.722 -0.971 -0.425 -0.2 -0.2 0.0
C -3.614 -1.030 0.474 0.1 0.0 0.2
C -4.948 -1.463 0.171 0.1 0.0 0.0
C -5.948 -1.540 1.112 -0.1 0.0 0.0
C -5.720 -1.176 2.442 0.1 0.0 0.0
C -4.448 -0.736 2.774 0.0 0.0 0.0
C -3.395 -0.664 1.860 0.1 0.1 0.2
C -2.128 -0.152 2.403 -0.1 -0.1 -0.2
N -0.996 -0.178 1.817 0.2 0.0 0.5
N 0.024 0.449 2.547 -0.2 -0.2 0.0
C 1.190 0.431 1.939 0.2 0.0 0.3
O 1.536 -0.053 0.823 0.4 -0.1 0.5
C 2.276 1.131 2.744 -0.1 -0.1 -0.1
C 2.103 1.500 4.076 0.0 0.0 0.0
C 3.123 2.131 4.772 0.0 0.0 0.0
C 4.334 2.409 4.147 0.0 0.0 0.0
C 4.513 2.043 2.821 0.0 0.0 0.0
C 3.493 1.403 2.129 0.0 0.0 0.0
H -5.132 -1.730 -0.864 0.0 0.0 0.0
H -6.935 -1.877 0.807 0.0 0.0 0.0
H -6.508 -1.219 3.184 0.0 0.0 0.0
H -4.242 -0.424 3.795 0.0 0.0 0.0
H -2.176 0.300 3.403 -0.1 0.0 0.0
H 1.148 1.290 4.537 0.0 0.0 0.0
H 2.970 2.415 5.807 0.0 0.0 0.0
H 5.127 2.910 4.690 0.0 0.0 0.0
H 5.451 2.262 2.321 0.0 0.0 0.0
H 3.610 1.105 1.095 0.0 0.0 0.0
C 1.041 0.380 -4.742 0.0 0.0 -0.1
C 1.152 -0.748 -3.752 0.0 0.1 0.1
C 2.226 -0.803 -2.868 0.0 -0.1 0.0
C 2.314 -1.793 -1.894 -0.1 0.1 -0.1
C 3.450 -1.810 -0.912 0.1 0.0 0.0
C 1.274 -2.714 -1.797 0.0 0.0 0.2
C 0.165 -2.657 -2.631 0.0 0.0 0.0
C -1.027 -3.541 -2.391 0.0 0.0 0.0
C 0.138 -1.690 -3.631 -0.1 0.1 0.0
H 2.021 0.672 -5.123 0.0 0.0 0.0
H 0.601 1.263 -4.272 0.0 0.0 0.0
H 0.411 0.104 -5.588 0.0 0.0 0.0
H 2.992 -0.035 -2.916 0.0 0.0 0.0
H 4.359 -1.404 -1.359 0.0 0.0 0.0
H 3.657 -2.827 -0.573 0.0 0.0 0.0
H 3.180 -1.203 -0.044 0.0 0.0 0.0
H 1.299 -3.452 -1.002 0.0 0.0 0.0
H -1.717 -3.040 -1.704 0.0 0.0 0.0
H -0.735 -4.492 -1.944 0.0 0.0 0.0
H -1.568 -3.742 -3.317 0.0 0.0 0.0
H -0.726 -1.631 -4.286 0.0 0.0 0.0
N -2.187 6.936 -3.005 -0.1 0.0 -0.1
C -1.678 6.219 -2.243 0.1 0.0 0.2
N -1.094 5.509 -1.299 -0.1 -0.2 -0.2
C -0.732 4.285 -1.604 0.2 0.2 0.0
N -0.341 3.208 -1.811 -0.1 -0.1 0.0